This record from the OMol25 dataset describes a cluster of 11 separate species, C45H96O21S7 in total. The level of theory is ωB97M-V/def2-TZVPD.

```
169
Properties=species:S:1:pos:R:3
S -3.547 5.495 -6.806
S 6.127 3.364 -0.768
S 5.809 -0.886 5.416
S 2.975 7.249 7.408
S 1.091 -0.398 -10.366
S -6.260 -1.023 7.755
S -0.081 1.564 1.025
O 4.422 -0.526 5.610
O 6.385 -1.353 6.949
O 4.243 7.800 7.691
O -6.337 0.395 7.523
O 0.245 -1.719 -9.787
O 0.562 0.888 -9.801
O -4.078 6.858 -6.765
O 1.779 7.806 7.866
O 6.224 4.034 0.606
O -1.915 5.633 -6.547
O 6.722 -0.001 4.826
O 0.972 0.600 0.567
O -7.437 -1.917 7.740
O 2.793 6.981 5.720
O -5.472 -1.274 9.257
O 7.054 3.642 -1.904
O -1.316 1.073 1.648
O -0.642 2.426 -0.276
O -3.947 4.359 -5.972
O 4.536 3.421 -1.244
O 2.504 -0.716 -10.256
C -2.261 7.731 3.890
C 5.982 -2.483 4.524
C -3.491 5.815 2.322
C -1.156 6.548 -7.356
C 3.602 -10.152 -3.147
C -2.997 6.709 4.488
C 3.670 -7.564 -3.405
C -3.637 5.781 3.721
C -1.711 -9.314 -1.226
C 4.151 3.277 -2.656
C -8.512 1.883 -0.272
C 0.550 -0.546 -12.253
C -1.788 1.969 -0.962
C 8.183 -2.770 7.707
C -1.399 1.021 -2.083
C -2.780 6.866 1.772
C -1.843 -6.789 -1.339
C -2.358 -10.611 -0.787
C 4.121 -4.952 -3.518
C -2.192 7.801 2.568
C 0.606 2.977 2.052
C -3.591 4.884 -8.652
C -10.544 1.223 1.451
C 4.309 1.833 -3.112
C 4.651 -4.860 -2.036
C -2.499 -4.978 0.455
C 0.174 6.929 -6.914
C 3.674 7.535 4.684
C 4.197 -8.893 -3.876
C 0.415 -2.243 -8.472
C 3.498 9.049 4.706
C -5.435 -0.522 11.547
C -9.241 1.223 1.859
C -8.153 1.595 1.061
C 6.270 1.593 -0.447
C -9.848 1.948 -0.717
C 7.805 -1.377 7.151
C -0.111 -3.651 -8.385
C -2.555 -5.452 -1.074
C -10.907 1.596 0.133
C -2.386 -8.092 -0.722
C 3.014 5.438 7.890
C -6.251 -0.897 10.358
C -4.849 -1.810 6.693
C 4.318 -6.299 -4.148
H -1.860 8.738 2.145
H 5.399 -6.437 -4.178
H 2.535 9.429 4.366
H -1.903 7.340 -7.411
H 2.105 4.979 7.502
H -2.873 4.065 -8.684
H 0.673 7.580 -7.631
H 1.459 -2.161 -8.170
H 5.710 -2.406 3.471
H 3.701 1.637 -3.996
H -0.669 -9.305 -0.908
H -6.936 -0.055 10.260
H -7.145 1.551 1.447
H 4.709 7.199 4.744
H -2.941 -5.791 1.033
H 5.738 -4.786 -2.072
H -4.020 -1.129 6.886
H -2.453 -10.861 0.270
H 5.281 -8.923 -3.772
H -11.349 1.005 2.137
H -1.141 6.045 -8.323
H -4.018 5.192 1.614
H -3.244 6.700 5.539
H 3.393 7.128 3.713
H -3.129 -4.089 0.487
H 0.427 0.460 -12.654
H 4.800 4.009 -3.137
H 0.864 6.085 -6.891
H 1.353 -1.068 -12.775
H -0.173 3.147 2.795
H 0.039 7.525 -6.011
H 7.081 1.433 0.264
H 8.424 -3.462 6.901
H -9.006 0.985 2.886
H -3.451 -8.315 -0.664
H 0.410 -4.404 -8.977
H -4.972 -1.352 12.081
H -6.046 0.024 12.266
H 2.608 -10.481 -3.447
H 7.312 -3.179 8.218
H -1.749 -9.329 -2.316
H -11.937 1.686 -0.179
H -1.082 -3.614 -8.878
H 4.022 -8.965 -4.950
H -1.960 -6.921 -2.415
H -0.359 -1.146 -12.281
H -3.560 -5.540 -1.486
H 4.000 -6.306 -5.190
H -2.286 0.521 -2.473
H -4.637 4.596 -8.760
H 3.697 -7.488 -2.318
H -0.975 1.663 -2.856
H -4.706 0.174 11.132
H 3.844 4.884 7.452
H -4.716 -2.784 7.163
H 3.103 -4.574 -3.611
H -2.786 7.018 0.702
H -3.336 -10.694 -1.261
H 6.334 1.060 -1.395
H -4.998 -1.945 5.622
H 2.585 -7.498 -3.483
H -0.148 -4.093 -7.389
H -2.159 -8.150 0.343
H 0.648 3.812 1.351
H 4.148 -5.546 -1.354
H 4.787 -4.352 -4.138
H 5.316 -3.070 5.156
H 1.516 2.737 2.602
H 8.018 -0.614 7.899
H 3.596 -9.961 -2.073
H -2.271 2.853 -1.379
H 5.314 1.433 -3.238
H 4.278 9.471 4.072
H -7.789 2.178 -1.018
H -2.460 1.418 -0.304
H 7.053 -2.685 4.530
H 8.949 -2.750 8.482
H -0.238 -1.614 -7.866
H -2.034 -4.717 -1.687
H -6.755 -1.864 10.350
H 3.558 9.506 5.694
H -0.820 -6.695 -0.975
H 4.238 -10.996 -3.413
H -1.763 -11.468 -1.104
H -10.209 2.244 -1.691
H -3.494 5.736 -9.325
H -1.904 8.472 4.590
H 8.377 -1.165 6.248
H 2.984 5.481 8.979
H 3.129 3.643 -2.748
H 3.763 1.162 -2.450
H -4.362 5.105 4.151
H -1.489 -4.794 0.820
H 4.427 -3.873 -1.630
H 5.311 1.321 -0.007
H -0.809 0.237 -1.609
```

Properties
- Max |F|: 5.51 eV/Å
- SMILES string: CCOS(C)(=O)=O.CCOS(C)(=O)=O.CCOS(C)(=O)=O.CCOS(C)(=O)=O.CCOS(C)(=O)=O.CCOS(C)(=O)=O.CCOS(C)(=O)=O.c1ccccc1.c1ccccc1.CCCCCC.CCCCCC
- HOMO level: -9.162 eV
- Relative energy (zero: lowest compared OMol25 entry of this formula, charge and spin): 151.05 kcal/mol
- 2S+1: 1
- DFT total energy: -167055.2953 eV
- Gap between HOMO and LUMO: 9.2 eV
- Net charge: 0

=====

This record from the OMol25 dataset describes a structure of composition C45H98F6MnN7O12S2. The level of theory is ωB97M-V/def2-TZVPD.

```
171
Properties=species:S:1:pos:R:3
Mn -14.227 10.641 3.594
S -16.977 10.501 5.284
S -16.220 12.963 5.056
F -14.958 15.249 4.811
F -18.768 10.772 3.324
F -18.856 8.926 4.348
F -17.242 9.317 2.962
F -13.584 13.575 4.745
F -14.797 14.019 3.055
O -22.006 4.373 -0.464
O -16.247 17.883 10.342
O -13.019 19.342 -0.102
O -17.399 13.454 4.417
O -17.911 11.090 6.216
O -14.499 11.816 9.881
O -16.290 9.315 5.774
O -13.100 9.707 5.101
O -20.857 15.377 -1.020
O -15.133 10.775 1.524
O -16.079 13.121 6.469
O -17.668 6.288 7.304
N -13.053 19.207 1.310
N -14.573 8.567 3.119
N -19.319 12.787 -0.447
N -15.770 15.180 10.530
N -21.430 5.500 0.139
N -17.289 6.871 8.501
N -15.834 11.499 4.465
C -14.918 17.551 1.115
C -15.512 12.836 9.862
C -13.911 8.760 1.831
C -20.759 13.074 -0.349
C -13.563 17.919 1.785
C -15.145 13.913 10.885
C -14.675 10.799 8.948
C -20.086 4.073 1.536
C -16.058 6.326 9.055
C -18.024 9.842 3.903
C -12.684 8.380 4.689
C -21.808 6.756 -0.472
C -19.707 7.778 0.707
C -17.828 8.236 10.644
C -16.255 11.558 1.034
C -12.125 21.465 1.565
C -18.308 7.571 9.309
C -17.402 18.623 10.116
C -12.617 16.738 1.485
C -15.756 17.139 9.219
C -21.458 6.851 -1.976
C -23.355 6.891 -0.459
C -12.652 18.570 4.139
C -16.141 4.838 9.501
C -21.187 7.902 0.321
C -16.728 7.363 11.310
C -20.049 5.263 0.553
C -19.559 6.417 1.422
C -19.005 4.934 -0.528
C -14.812 14.024 4.385
C -13.805 18.005 3.277
C -14.891 9.498 0.923
C -19.476 6.608 9.658
C -20.689 16.728 -0.648
C -20.969 14.503 0.102
C -14.859 16.025 9.761
C -21.371 12.024 0.591
C -12.357 19.935 3.542
C -18.777 8.750 8.453
C -13.902 7.677 4.115
C -15.663 7.155 10.280
C -12.060 20.010 2.035
C -10.582 19.615 1.726
C -14.867 6.518 8.120
C -12.086 10.373 5.871
H -15.214 16.562 1.472
H -17.485 9.267 10.543
H -18.493 6.393 1.685
H -13.751 19.957 -0.215
H -15.382 13.158 8.823
H -10.385 19.666 0.649
H -17.307 6.489 11.620
H -19.096 5.723 10.172
H -18.844 13.207 -1.234
H -18.967 8.504 7.402
H -14.740 17.378 0.053
H -12.899 15.918 2.149
H -15.782 8.863 0.891
H -14.154 17.064 3.704
H -11.202 10.650 5.293
H -13.841 10.109 9.059
H -23.930 6.720 -1.367
H -19.119 7.774 -0.214
H -18.258 18.047 9.731
H -21.593 17.185 -0.228
H -21.108 8.801 -0.299
H -16.791 4.639 10.348
H -15.273 17.895 8.583
H -13.126 20.659 3.821
H -11.461 20.338 4.028
H -21.411 11.060 0.070
H -20.231 3.120 1.033
H -11.829 9.761 6.734
H -15.278 7.883 2.836
H -19.009 11.828 -0.412
H -12.470 11.314 6.267
H -15.368 13.634 11.916
H -20.010 6.510 2.414
H -23.705 7.861 -0.092
H -14.539 7.445 4.965
H -13.989 5.938 8.410
H -21.777 8.145 1.206
H -23.796 6.202 0.267
H -20.504 17.190 -1.623
H -15.115 6.082 7.138
H -13.703 7.768 1.417
H -17.940 9.446 8.371
H -15.655 10.305 9.005
H -14.795 6.696 10.765
H -11.851 8.524 3.992
H -14.621 18.688 3.538
H -17.434 19.539 9.516
H -19.003 5.789 -1.213
H -21.098 12.798 -1.352
H -14.049 13.917 10.849
H -14.573 15.511 8.840
H -11.433 22.171 2.018
H -16.116 11.820 -0.011
H -12.028 21.584 0.485
H -13.525 6.796 3.587
H -15.139 4.548 9.828
H -17.231 11.096 1.187
H -20.708 4.256 2.416
H -19.311 4.062 -1.102
H -15.682 18.295 1.326
H -12.992 9.343 2.007
H -22.564 4.000 0.228
H -18.647 8.307 11.362
H -14.733 10.938 7.851
H -21.757 7.824 -2.381
H -20.834 11.767 1.504
H -16.325 12.429 1.683
H -20.271 14.743 0.905
H -12.789 16.347 0.480
H -14.534 9.634 -0.097
H -10.361 18.545 1.792
H -17.983 4.909 -0.156
H -12.248 7.801 5.505
H -22.434 12.228 0.727
H -19.125 4.035 2.066
H -19.437 8.599 1.372
H -19.673 9.237 8.837
H -19.824 16.825 0.018
H -21.994 6.103 -2.561
H -17.813 18.911 11.088
H -22.004 14.538 0.456
H -14.554 7.532 7.863
H -13.991 16.394 10.309
H -19.958 6.224 8.757
H -20.220 7.117 10.268
H -16.356 4.261 8.601
H -11.760 17.938 4.147
H -20.439 6.788 -2.374
H -15.309 8.143 9.971
H -16.342 15.695 11.175
H -9.967 20.327 2.268
H -16.363 7.860 12.209
H -16.582 16.795 8.591
H -17.418 6.918 6.613
H -11.573 17.030 1.565
H -16.511 12.454 10.095
H -13.153 21.806 1.747
H -12.994 18.656 5.169
```

Properties
- Max |F|: 3.13 eV/Å
- Expectation value of S²: 8.754
- HOMO level (spin up / spin down): -9.567 / -9.567 eV
- 2S+1: 6
- DFT total energy: -152534.1169 eV
- Gap between HOMO and LUMO (spin up / spin down): 5.8 / 5.2 eV
- Net charge: +1